# 1
C24H32ClO5V | ωB97M-V/def2-TZVPD

The value obtained for the electronic energy is -2713.88000 Ha. The HOMO energy (spin up / spin down) is -0.51 / 0.05 eV. The expectation value of S² is 0.819. Its frontier orbital gap (spin up / spin down) is 0.11021 / 0.09015 Ha. Its LUMO energy (spin up / spin down) is 2.49 / 2.50 eV.

The geometry in ORCA input format:
```
! RIJCOSX wB97M-V def2-TZVPD def2/J DEFGRID3
* xyz -1 2
C 4.5383 -4.2690 -3.7926
C 4.2156 -2.9367 -3.0851
C 3.6848 -5.3573 -3.1291
C 3.1759 -4.7658 -1.7805
H 4.3043 -6.2364 -2.9416
H 2.8355 -5.6283 -3.7746
C 3.8588 -3.3335 -1.6471
H 3.3620 -2.4948 -3.6206
H 5.0767 -2.2482 -3.1165
C 3.1174 -2.3076 -0.7884
H 4.8306 -3.4641 -1.0996
H 3.5862 -5.3175 -0.9235
C 1.7367 -4.9284 -1.6602
C 4.3017 -4.1952 -5.2996
C 6.0136 -4.6629 -3.7808
O 6.4488 -5.7965 -3.6289
O 3.4548 -3.4484 -5.7955
O 5.1088 -4.9730 -6.0224
O 6.8315 -3.6234 -3.9915
C 8.1956 -4.0465 -4.1119
H 8.7509 -3.1434 -4.3525
H 8.2769 -4.7911 -4.9095
H 8.5317 -4.4900 -3.1682
C 4.9465 -4.8428 -7.4437
H 3.9044 -5.0025 -7.7460
H 5.5971 -5.5990 -7.8818
H 5.2578 -3.8396 -7.7659
O 1.7141 -2.0559 -0.7371
H 3.4668 -1.3267 -1.0421
H 3.4307 -2.4812 0.2408
C 1.1956 -5.3108 -0.3595
C 0.8448 -4.4434 -2.7245
H 0.5951 -5.3683 -3.2658
H 1.3055 -3.7732 -3.4647
H -0.1285 -3.9949 -2.4442
H 0.1125 -5.1708 -0.2262
H 1.6798 -4.9039 0.5430
H 1.3737 -6.3937 -0.3660
V 0.4493 -1.0928 -0.0935
C 0.2172 -0.1513 2.2284
C 1.2351 -1.1586 2.1748
C 2.2638 -0.6527 1.3318
H 1.3064 -2.0514 2.8001
C 1.8238 0.5752 0.7428
C 0.5403 0.8803 1.3360
H -0.0316 1.8030 1.2054
H -0.6451 -0.1355 2.9104
H 3.3007 -1.0156 1.2896
H 2.4335 1.2257 0.1301
C -1.2546 -0.8424 -1.7976
C -1.0796 0.4101 -1.1305
C 0.2182 0.8951 -1.4177
H -1.8390 0.9277 -0.5233
C 0.9268 -0.1125 -2.1492
C -0.0149 -1.1828 -2.4312
H 0.1475 -2.0070 -3.1008
H -2.1752 -1.4096 -1.8826
H 0.5885 1.9031 -1.2247
H 1.9366 -0.0417 -2.5318
Cl -1.1804 -3.2008 0.5410
C -1.5164 -1.5134 0.8036
H -2.4713 -1.2757 0.3478
H -1.6297 -1.3930 1.8956
*
```

# 2
C24H32F7InNO21S | ωB97M-V/def2-TZVPD

The value obtained for the electronic energy is -3855.99865 Ha. The HOMO energy is -3.97 eV. Its frontier orbital gap is 0.20618 Ha. Its LUMO energy is 1.64 eV.

The geometry in ORCA input format:
```
! RIJCOSX wB97M-V def2-TZVPD def2/J DEFGRID3
* xyz -1 1
C 0.9062 0.7414 -0.4762
C -0.5178 0.5927 0.1726
In -2.2438 1.1134 -1.1626
S -3.1796 3.3990 -0.5630
C -3.9126 -0.3814 -0.7471
N -4.6064 -0.1516 0.5529
H 1.5955 0.1262 0.1323
H 0.9291 0.3401 -1.4910
H 1.3102 1.7567 -0.4273
H -0.5835 1.2416 1.0510
H -0.6181 -0.4411 0.5401
H -1.8104 1.1712 -2.9203
H -3.0211 3.5625 0.7818
H -3.4652 -1.3917 -0.7189
H -4.6704 -0.3128 -1.5365
H -3.9197 0.0384 1.2704
H -5.1000 0.7239 0.4376
C 3.8745 -0.5104 3.9387
C 3.8454 -0.5855 2.4389
O 2.4620 -0.4596 2.1422
C 1.9313 0.2889 3.1504
O 0.8800 0.8194 3.1068
O 2.7747 0.3560 4.2135
F 4.2799 -1.7979 1.9939
H 3.7017 -1.4797 4.4021
H 4.8041 -0.0962 4.3209
H 4.4025 0.2098 1.9380
C 3.9119 -2.3446 -4.1534
C 2.6090 -1.5968 -4.0898
O 2.8350 -0.6682 -3.0452
C 4.1712 -0.4147 -3.0322
O 4.6798 0.4928 -2.4751
O 4.8505 -1.3441 -3.7568
F 1.5809 -2.4146 -3.7442
H 3.9414 -3.1760 -3.4461
H 4.1371 -2.7185 -5.1506
H 2.3515 -1.0585 -5.0049
C -2.0426 -4.4264 -0.2243
C -0.8157 -4.0004 -0.9797
O -0.4765 -5.1719 -1.7125
C -1.6348 -5.8406 -1.9264
O -1.7656 -6.7157 -2.7175
O -2.6264 -5.3774 -1.1288
F 0.2037 -3.6985 -0.1410
H -1.7949 -4.9228 0.7158
H -2.7235 -3.6014 -0.0223
H -0.9766 -3.1713 -1.6725
C -3.6404 6.5815 -2.3792
C -2.3311 7.2678 -2.6434
O -2.7353 8.4839 -3.2608
C -3.9745 8.7714 -2.7808
O -4.5003 9.8292 -2.8786
O -4.5204 7.6984 -2.1679
F -1.5539 6.5706 -3.5121
H -3.9839 6.0047 -3.2397
H -3.6061 5.9310 -1.5087
H -1.7532 7.4933 -1.7442
C -5.2704 -6.7018 -3.4386
C -5.1126 -5.2804 -3.8999
O -6.3430 -4.6925 -3.5077
C -6.7768 -5.3830 -2.4190
O -7.6278 -5.0160 -1.6863
O -6.1031 -6.5521 -2.2850
F -4.9941 -5.2003 -5.2533
H -5.7836 -7.3207 -4.1783
H -4.3210 -7.1683 -3.1814
H -4.2856 -4.7436 -3.4312
C 2.0777 5.7449 -0.6141
C 2.8405 6.4175 0.4924
O 3.2363 5.3243 1.2985
C 3.3411 4.2486 0.4687
O 3.8962 3.2435 0.7532
O 2.7414 4.4837 -0.7236
F 2.0484 7.2459 1.2249
H 1.0289 5.5809 -0.3562
H 2.1271 6.2951 -1.5519
H 3.7258 6.9660 0.1615
C 4.0875 -1.5280 8.8557
C 3.4381 -2.4886 7.8995
O 3.9983 -2.1111 6.6502
C 5.2282 -1.5929 6.9231
O 6.0741 -1.4164 6.1172
O 5.3599 -1.3109 8.2417
F 2.0951 -2.3166 7.8523
H 3.5447 -0.5830 8.9191
H 4.2019 -1.9399 9.8562
H 3.6619 -3.5399 8.0944
*
```

Look up the electronic energy of the second one.
-3855.99865 Ha